The following is a quantum chemistry calculation of 2 unconnected molecules or ions with the total composition C2H8S2, from the OMol25 dataset.

```
12
C2H8S2 | the OMol25 dataset | ωB97M-V with the def2-TZVPD basis set
C -2.58720 -3.20033 -0.02215
H -2.63064 -2.20614 0.42827
H -1.71629 -3.69458 0.39142
H -2.45380 -3.14545 -1.09123
H -3.49514 -3.64466 0.35794
C 2.35479 0.24697 0.27498
S 1.02576 1.50778 0.20806
S -0.70340 0.56483 -0.33476
H 2.00865 -0.67541 -0.16260
H 2.69392 0.15265 1.30178
H 3.11228 0.63954 -0.38904
H -0.33513 -0.00188 -1.49686
```

Computed properties:
Gap between HOMO and LUMO   9.27 eV
SMILES string   CSS.C
Multiplicity   1
F_max   0.024 hartree/bohr
Energy relative to the best compared isomer or geometry (same formula, charge and spin)   28.1 kJ/mol
Molecular weight   96.2 g/mol
LUMO energy   0.7 eV